[1]
C23H65N13O11 | ωB97M-V with the def2-TZVPD basis set

```
112
Properties=species:S:1:pos:R:3:mulliken_charge:R:1
C -2.20861 1.12403 3.78866 -0.71
O -1.58650 0.27207 4.43157 -0.29
C -1.79904 -1.09574 4.07872 -0.69
C -0.47693 -1.59806 3.48024 -0.13
N -0.52007 -3.01770 3.06348 -0.48
C 0.74302 -3.45602 2.56614 0.69
C 0.56275 -4.98374 2.23994 -0.45
O 1.73735 -5.42936 1.45345 -0.42
C 1.50273 -6.55839 0.59680 -0.48
H -1.92207 1.12546 2.71451 0.09
H -2.08840 2.13389 4.11655 0.22
H -3.23595 0.86809 3.67448 0.56
H -2.62630 -1.20098 3.40562 0.33
H -2.07454 -1.65421 4.97963 0.30
H 0.31807 -1.42057 4.21148 0.54
H -0.18588 -0.95813 2.65583 -0.13
H -1.19711 -3.09275 2.28552 0.22
H 1.57996 -3.38613 3.21752 0.62
H 1.06225 -2.84068 1.75594 -1.11
H -0.31843 -5.14223 1.65306 0.32
H 0.51176 -5.43977 3.21560 0.41
H 0.75161 -7.19513 1.03913 0.30
H 2.39192 -7.19169 0.58557 0.29
H 1.21019 -6.14682 -0.35740 0.07
C -0.24727 10.57333 4.82979 -0.88
O 0.13543 9.45434 5.19682 -0.24
C 0.57030 8.70179 4.15768 -0.52
C 0.40712 7.32218 4.69232 -0.56
N 0.94825 6.39370 3.70020 -0.29
C 0.74480 5.06964 4.25786 -0.70
C 1.33283 3.98374 3.49184 0.20
O 1.00901 2.73394 4.19429 -0.31
C 1.72440 1.58325 3.75092 -0.49
H -1.08503 10.57505 4.16985 0.36
H 0.51878 11.19582 4.28622 0.29
H -0.48324 11.18254 5.65597 0.30
H 1.58438 8.95882 3.80121 0.38
H -0.05866 8.89561 3.31067 0.34
H -0.66661 7.14412 4.85650 0.21
H 0.93003 7.19551 5.59418 0.40
H 0.43124 6.52808 2.87754 0.23
H -0.29120 4.83618 4.41100 0.35
H 1.22449 5.04487 5.23763 0.30
H 2.45426 4.17871 3.34975 0.26
H 0.88862 3.89175 2.50473 -0.21
H 2.63888 1.46719 4.31223 0.38
H 1.86690 1.48393 2.62121 0.30
H 1.11600 0.72166 3.97589 -0.15
C -0.35654 -5.48036 -7.84048 -0.81
O -1.02580 -5.39367 -6.78084 -0.33
C -0.21535 -5.03133 -5.65287 -0.53
C -1.14330 -4.81770 -4.51434 -0.86
N -0.40681 -4.31739 -3.32792 -0.35
C -1.42725 -4.39341 -2.31203 -0.93
C -0.83410 -3.86702 -1.03150 1.76
O -1.65414 -4.16541 0.03955 -0.50
C -2.89456 -3.49298 0.18627 -0.48
H -1.02685 -5.69397 -8.62743 0.31
H 0.49377 -6.19918 -7.84021 0.27
H 0.04124 -4.50497 -8.08948 0.34
H 0.49648 -4.24305 -5.84068 0.45
H 0.37747 -5.90355 -5.46871 0.36
H -1.61453 -5.74934 -4.39844 0.35
H -1.96473 -4.16980 -4.85985 0.36
H 0.19955 -5.14395 -3.19337 0.26
H -1.81292 -5.44782 -2.24663 0.36
H -2.29036 -3.74759 -2.51836 0.25
H -0.63085 -2.85756 -1.21085 -1.28
H 0.18427 -4.17994 -0.79034 0.37
H -3.60604 -4.00892 0.86446 0.34
H -3.47336 -3.38988 -0.73949 0.28
H -2.66102 -2.45192 0.54204 -0.18
N 0.87833 2.08538 -4.19779 -0.48
C -0.42569 2.30993 -4.15389 0.43
N -0.91715 2.44991 -2.99557 -0.36
O -1.05468 2.37191 -5.16765 -0.68
H 1.34084 1.91738 -5.12059 0.33
H 1.50395 2.40462 -3.43052 0.19
H -1.96343 2.65679 -3.04470 0.23
H -0.44984 2.82541 -2.14816 0.28
N -2.65909 -0.41193 -1.24230 -0.13
C -1.47605 -0.17313 -0.78905 -0.29
N -0.62189 0.18205 -1.68296 0.59
O -1.23849 -0.29486 0.43319 -0.34
H -3.35666 -0.81256 -0.64913 0.38
H -2.82566 -0.50631 -2.24071 0.22
H 0.34531 0.35659 -1.39873 -0.57
H -0.93995 0.94755 -2.31026 0.50
N 2.20677 0.12587 -1.26726 -0.39
C 2.27574 -0.69790 -0.25963 0.53
N 1.70347 -1.81334 -0.53564 0.14
O 2.75579 -0.46431 0.79837 -0.71
H 2.61962 0.98238 -1.21874 0.19
H 2.02821 -0.20424 -2.20473 0.26
H 1.78474 -2.53072 0.17273 0.23
H 1.13078 -1.98064 -1.40615 -0.44
N 0.19004 3.93185 -0.91397 -0.43
C 1.06291 3.07177 -0.54329 0.39
N 0.71672 2.12648 0.32724 0.53
O 2.12877 3.07565 -1.09830 -0.76
H 0.53251 4.63790 -1.53882 0.27
H -0.67065 4.03646 -0.37134 0.22
H 1.42928 1.41785 0.37993 -0.53
H -0.13644 2.01867 0.81254 -0.12
N 0.46099 -1.72588 -3.06908 -0.26
C 1.46557 -1.68326 -3.85347 0.55
N 1.85354 -0.45914 -3.97562 -0.44
O 1.95236 -2.66669 -4.33902 -0.75
H -0.00535 -2.69776 -3.05132 0.30
H -0.11961 -0.92085 -2.62492 0.49
H 2.78420 -0.36672 -4.37905 0.27
H 1.13041 0.29737 -4.13847 0.31
```

HOMO level = -8.62 eV
multiplicity = 1
SMILES = COCCNCCOC.COCCNCCOC.COCCNCCOC.NC(N)=O.NC(N)=O.NC(N)=O.NC(N)=O.NC(N)=O
HOMO-LUMO gap = 8.4 eV
largest force on an atom = 9.49 eV Å⁻¹

---

[2]
C45H47CoN4O7PS2 | ωB97M-V with the def2-TZVPD basis set

```
107
Properties=species:S:1:pos:R:3:mulliken_charge:R:1
Co 0.97965 -1.06835 -0.43203 -0.59
O 7.51405 0.61795 -1.26913 -0.74
C 6.98375 0.37745 -0.17843 0.33
O 7.46005 0.43325 0.96157 -0.74
C 5.47175 -0.01695 -0.24573 -1.05
C 4.78855 0.02645 -1.44163 -0.98
C 3.41995 -0.26415 -1.48073 0.96
N 2.75875 -0.60255 -0.32983 1.21
C 3.40385 -0.56845 0.85357 0.58
C 4.76225 -0.30365 0.92897 -0.86
C 2.48305 -0.76885 1.95467 0.14
C 2.83815 -0.89455 3.29837 -0.54
C 1.85615 -1.14215 4.23007 -1.46
C 0.53025 -1.21305 3.80197 -0.95
C 0.24995 -1.02155 2.46667 -0.23
N 1.18825 -0.77765 1.56087 1.67
C 2.54485 -0.17495 -2.59193 -0.06
C 2.91145 0.14745 -3.91193 -0.70
C 1.95545 0.33975 -4.86973 -0.85
C 0.59955 0.18005 -4.50793 -1.25
C 0.30045 -0.19145 -3.21873 0.42
N 1.21165 -0.37895 -2.26403 0.77
H 5.32655 0.30735 -2.33293 0.64
H 5.29805 -0.29635 1.86587 0.64
H 3.87805 -0.85125 3.57437 0.52
H 2.10165 -1.30385 5.27027 0.41
H -0.26435 -1.43115 4.49957 0.41
H -0.76195 -1.05775 2.09367 -0.04
H 3.96135 0.24865 -4.13323 0.54
H 2.22315 0.62485 -5.87803 0.42
H -0.18985 0.33525 -5.22673 0.53
H -0.73425 -0.34235 -2.93593 0.12
C 3.27065 3.06905 0.66107 -2.57
C 1.85855 3.44435 1.11917 2.36
C 1.61565 2.82705 2.49607 -2.26
C 1.76195 4.96665 1.19717 -1.89
P 0.72265 2.55045 -0.14083 1.44
C 1.04085 3.66585 -1.58293 0.42
C 0.47025 4.90335 -1.87073 -0.35
C 0.82595 5.60105 -3.01283 -0.76
C 1.76275 5.08045 -3.89033 -0.85
C 2.35465 3.86095 -3.60623 -0.70
C 1.99425 3.16645 -2.46743 -0.90
C -1.11205 2.85845 0.29177 2.09
C -1.48665 1.69405 1.21437 -1.72
C -1.85165 2.64275 -1.03133 -1.85
C -1.55835 4.15675 0.96347 -1.95
H 4.00725 3.36895 1.40547 0.65
H 3.52395 3.55275 -0.27973 0.31
H 3.35825 1.99525 0.52137 0.78
H 2.42795 3.09485 3.17367 0.54
H 1.58165 1.74205 2.42237 0.48
H 0.68025 3.17725 2.92927 0.23
H 2.52015 5.33325 1.89207 0.54
H 0.79145 5.29495 1.55517 0.26
H 1.94585 5.42215 0.22597 0.38
H -0.26415 5.33995 -1.21273 0.07
H 0.36455 6.56065 -3.21893 0.45
H 2.02905 5.62875 -4.78533 0.36
H 3.08705 3.43975 -4.28013 0.49
H 2.44675 2.20915 -2.25393 0.54
H -1.31535 0.75275 0.69787 -0.39
H -2.54525 1.74505 1.47197 0.72
H -0.90535 1.69815 2.13447 0.17
H -1.46455 1.74435 -1.50993 0.23
H -1.73175 3.48165 -1.71533 0.35
H -2.91335 2.48265 -0.84733 0.52
H -1.09915 4.26315 1.94397 0.39
H -2.64055 4.11675 1.10767 0.51
H -1.33345 5.04285 0.37547 0.17
O 0.26105 -2.94675 0.57227 -0.38
S 1.53655 -3.69145 0.57727 1.28
O 2.48525 -3.19815 1.56557 -0.59
O 1.30225 -5.12225 0.68857 -0.84
S 2.31895 -3.33495 -1.26433 -0.54
C -6.92715 -2.58165 3.40937 -1.82
C -5.54175 -2.68865 2.82247 1.27
C -4.44015 -2.37885 3.61027 -1.02
C -3.15685 -2.49995 3.10297 -1.04
C -2.94495 -2.97045 1.82347 -1.12
C -4.03925 -3.29455 1.01947 -0.14
N -3.89845 -3.86315 -0.22423 0.05
C -2.74905 -4.06775 -0.99203 -0.41
C -2.57615 -5.34155 -1.53813 -0.57
C -1.50455 -5.63225 -2.35953 -0.80
C -0.59815 -4.63685 -2.67433 -0.96
C -0.78265 -3.36585 -2.16453 -0.77
C -1.83375 -3.05885 -1.31103 1.36
C -1.99365 -1.62165 -0.84393 -0.11
O -3.12465 -1.14315 -0.76213 -0.81
O -0.93305 -0.95125 -0.63713 1.80
C -5.34635 -3.11345 1.51317 1.39
C -6.50805 -3.39115 0.59467 -2.07
H -6.86905 -2.34475 4.46997 0.37
H -7.47205 -3.52145 3.30267 0.37
H -7.50865 -1.79765 2.92097 0.35
H -4.59385 -2.03555 4.62467 0.29
H -2.31275 -2.25665 3.73197 0.42
H -1.94245 -3.10585 1.44697 1.29
H -4.68415 -4.41765 -0.52783 0.37
H -3.28905 -6.12025 -1.28753 0.37
H -1.37205 -6.63665 -2.74313 0.33
H 0.25525 -4.83785 -3.30453 0.34
H -0.08205 -2.59275 -2.43593 0.64
H -6.31915 -2.93925 -0.37983 0.39
H -7.43045 -2.97485 0.98957 0.42
H -6.65585 -4.46725 0.45767 0.35
```

HOMO level (alpha / beta) = -1.99 / -2.00 eV
total charge = -2
multiplicity = 2
HOMO-LUMO gap (alpha / beta) = 5.7 / 5.7 eV
largest force on an atom = 2.94 eV Å⁻¹

---

> What is the multiplicity in the second record?

2

---

> The highest largest force on an atom belongs to which entry?

C23H65N13O11